[1]
The following is a quantum chemistry calculation of 2 unconnected molecules or ions with the total composition C6H16NO2, from the OMol25 dataset.

Calculated values
Net charge: 0
<S²>: 0.76
Spin multiplicity: 2
HOMO-LUMO gap (spin up / spin down): 0.386 / 0.267 Ha

Element x y z (Å)
C  2.012  0.236  0.805
O  1.631  -0.502  1.869
C  1.074  -0.018  -0.466
C  -0.390  -0.234  -0.069
C  -1.265  1.033  -0.219
C  -1.769  1.274  -1.626
C  -2.332  1.097  0.858
N  1.485  -1.157  -1.224
H  3.031  0.038  0.472
H  2.044  1.289  1.122
H  1.198  0.852  -1.119
H  -0.474  -0.679  0.923
H  -0.831  -0.959  -0.751
H  -0.507  1.791  0.029
H  -2.566  0.608  -1.971
H  -0.955  1.001  -2.296
H  -2.114  2.302  -1.731
H  -1.942  0.785  1.829
H  -2.848  2.057  0.895
H  -3.172  0.420  0.656
H  2.461  -1.173  -1.497
H  1.325  -2.023  -0.718
H  1.791  -1.932  1.521
H  1.119  -3.227  1.466
O  1.995  -2.880  1.243


[2]
The following is a quantum chemistry calculation of 2 unconnected molecules or ions with the total composition C6H16NS, from the OMol25 dataset.

Calculated values
Net charge: -1
HOMO-LUMO gap: 0.231 Ha

Element x y z (Å)
C  3.247  1.052  -0.865
C  2.799  -0.026  -1.829
C  1.349  -0.469  -1.644
S  1.033  -1.244  -0.012
H  2.620  1.946  -0.906
H  4.291  1.334  -1.026
H  3.154  0.656  0.149
H  2.881  0.368  -2.860
H  3.468  -0.887  -1.765
H  1.103  -1.186  -2.432
H  0.712  0.411  -1.810
C  -2.044  1.996  0.146
C  -2.279  0.511  0.358
N  -2.616  0.245  1.760
C  -2.311  -1.120  2.142
H  -1.753  2.194  -0.889
H  -1.223  2.299  0.792
H  -2.929  2.601  0.361
H  -1.358  -0.034  0.127
H  -3.055  0.086  -0.301
H  -3.583  0.488  1.940
H  -2.508  -1.292  3.199
H  -2.840  -1.882  1.543
H  -1.258  -1.312  1.929


Calculated total energy / eV: -12064.061; -18807.424
Largest force on an atom / Eh/bohr: 0.0321; 0.0178
Energy above the lowest of the compared OMol25 structures with the same formula, charge and spin / kcal/mol: 0.00; 13.63